(1)
Here is C9H14N2O2S2 as an isolated structure from the OMol25 dataset. Energies are from wB97M-V/def2-TZVPD.

For the total energy, the calculation gives -1407.36052 Ha. The value obtained for the HOMO-LUMO gap is 9.0752 eV.

Last column: natural (NBO) charge in e.
Atoms and positions in Å:
O  -0.274  1.717  1.747  -0.68
C  0.312  1.675  0.547  0.65
N  1.571  1.319  0.296  -0.44
C  2.094  0.946  -0.983  -0.26
H  1.598  1.373  -1.907  0.22
H  3.034  1.193  -0.827  0.20
C  1.882  -0.656  -1.076  0.04
O  2.605  -1.231  -0.348  -0.50
C  1.994  -0.975  0.942  -0.12
H  2.663  -1.627  1.749  0.20
C  2.024  0.692  1.400  -0.21
H  1.456  0.780  2.217  0.27
H  3.140  0.658  1.340  0.19
H  1.022  -1.251  1.079  0.18
H  2.476  -0.793  -2.300  0.10
H  0.845  -0.866  -1.179  0.17
C  -0.565  2.065  -0.606  -0.61
H  -0.379  3.217  -0.757  0.25
H  -0.350  1.738  -1.619  0.24
S  -2.410  2.242  -0.177  0.30
C  -2.593  0.481  -0.208  0.10
N  -1.735  -0.247  -0.167  -0.47
C  -1.980  -1.593  -0.021  -0.25
H  -1.740  -2.254  -0.771  0.21
H  -1.400  -1.886  0.545  0.18
C  -3.408  -1.819  0.180  -0.52
H  -3.694  -2.569  1.107  0.23
H  -3.978  -2.153  -0.671  0.22
S  -4.211  -0.177  0.471  0.12

=====

(2)
Here is C44H39Cl2CsN3O4P as an isolated structure from the OMol25 dataset. Energies are from wB97M-V/def2-TZVPD.

For the total energy, the calculation gives -3447.22988 Ha. The value obtained for the HOMO-LUMO gap is 7.2305 eV.

Last column: Mulliken charge in e.
Atoms and positions in Å:
Cs  0.565  0.324  -0.206  1.96
Cl  2.582  3.195  7.045  -0.26
C  1.942  2.410  5.622  0.17
C  0.933  1.436  5.772  -0.66
C  0.418  0.826  4.665  0.43
Cl  -0.824  -0.377  4.831  -0.16
C  0.840  1.134  3.314  -0.95
O  0.295  0.604  2.312  -0.09
C  1.923  2.087  3.228  1.24
C  2.588  2.407  1.992  -0.73
O  2.470  1.869  0.895  -0.59
C  2.419  2.718  4.387  -0.97
H  0.568  1.178  6.757  0.47
H  3.304  3.247  2.098  0.19
H  3.217  3.449  4.288  0.36
C  -3.110  2.183  0.212  -1.41
C  -3.141  1.665  -1.225  1.07
C  -4.128  2.445  -2.085  -1.73
C  -3.444  0.162  -1.297  -0.29
C  -4.797  -0.260  -0.676  -0.79
O  -4.432  -1.160  0.388  -0.46
C  -3.076  -1.298  0.332  -0.10
N  -2.460  -0.615  -0.539  0.05
C  -2.492  -2.202  1.353  -0.01
C  -3.200  -2.296  2.557  -0.47
C  -2.733  -3.061  3.610  -0.94
C  -1.536  -3.750  3.475  -0.85
C  -0.838  -3.678  2.282  -0.32
C  -1.294  -2.920  1.203  1.19
P  -0.376  -3.068  -0.394  0.21
C  1.383  -2.971  0.162  0.66
C  2.346  -3.542  -0.677  -1.08
C  3.698  -3.404  -0.402  -0.75
C  4.117  -2.676  0.703  -0.63
C  3.175  -2.087  1.534  -0.64
C  1.817  -2.241  1.272  -0.88
C  -0.612  -4.875  -0.646  0.32
C  -1.725  -5.257  -1.387  -0.51
C  -2.026  -6.601  -1.584  -0.63
C  -1.199  -7.579  -1.056  -0.47
C  -0.069  -7.212  -0.331  -0.78
C  0.221  -5.871  -0.125  -0.07
H  -2.817  3.235  0.222  0.44
H  -2.394  1.625  0.819  0.19
H  -4.092  2.110  0.693  0.34
H  -2.138  1.803  -1.641  0.05
H  -5.148  2.356  -1.697  0.31
H  -4.126  2.085  -3.118  0.43
H  -3.869  3.506  -2.093  0.42
H  -3.390  -0.143  -2.346  0.63
H  -5.436  -0.798  -1.371  0.26
H  -5.357  0.569  -0.248  0.34
H  -4.125  -1.745  2.661  0.50
H  -3.296  -3.106  4.533  0.40
H  -1.147  -4.345  4.294  0.42
H  0.089  -4.232  2.184  0.34
H  2.033  -4.103  -1.551  0.56
H  4.428  -3.860  -1.060  0.43
H  5.174  -2.561  0.910  0.41
H  3.485  -1.508  2.395  0.47
H  1.104  -1.754  1.934  1.12
H  -2.363  -4.488  -1.814  0.36
H  -2.903  -6.880  -2.157  0.40
H  -1.425  -8.627  -1.215  0.37
H  0.584  -7.975  0.075  0.40
H  1.108  -5.594  0.430  0.29
O  3.196  -0.150  -1.508  -0.23
C  3.607  0.212  -2.806  -0.68
C  2.503  0.105  -3.840  0.52
C  2.823  0.025  -5.192  -0.94
C  1.800  -0.050  -6.120  -0.29
C  0.486  -0.050  -5.672  -0.81
C  0.263  0.029  -4.310  -0.12
N  1.244  0.105  -3.407  0.24
H  2.964  0.639  -1.004  0.02
H  4.421  -0.458  -3.087  0.34
H  4.017  1.226  -2.825  0.31
H  3.862  0.015  -5.502  0.42
H  2.023  -0.116  -7.178  0.40
H  -0.346  -0.114  -6.361  0.43
H  -0.749  0.026  -3.914  0.31
N  -0.053  3.396  -1.026  -0.23
C  0.191  4.498  -0.806  -0.32
C  0.543  5.850  -0.436  0.75
C  0.850  6.120  0.899  -0.37
C  1.201  7.405  1.273  -0.65
C  1.246  8.418  0.324  -0.36
C  0.940  8.148  -1.003  -0.54
C  0.588  6.865  -1.389  -0.40
H  0.809  5.318  1.627  0.56
H  1.439  7.618  2.307  0.41
H  1.522  9.423  0.620  0.38
H  0.977  8.939  -1.740  0.38
H  0.349  6.642  -2.421  0.47

=====

(3)
Here is C6H7LuO5 as an isolated structure from the OMol25 dataset. Energies are from wB97M-V/def2-TZVPD.

Its net charge is +2. For the total energy, the calculation gives -1843.96246 Ha. The value obtained for the HOMO-LUMO gap is 9.2149 eV.

Last column: natural (NBO) charge in e.
Atoms and positions in Å:
O  2.019  -0.457  0.872  -0.96
Lu  2.206  1.171  -0.135  2.38
O  4.253  0.628  -1.358  -0.70
C  5.157  -0.013  -1.619  0.77
C  1.132  -1.525  0.810  -0.08
C  1.008  -2.109  -0.606  -0.49
H  1.480  -2.344  1.465  0.23
H  0.123  -1.260  1.183  0.19
H  1.972  -2.555  -0.891  0.25
H  0.263  -2.921  -0.613  0.29
C  0.656  -1.101  -1.663  -0.12
C  -0.082  -0.015  -1.443  -0.04
O  -0.332  0.899  -2.475  -0.41
C  0.388  1.995  -2.466  1.07
O  1.330  2.197  -1.701  -0.84
O  0.075  2.772  -3.455  -0.57
H  1.068  -1.238  -2.667  0.26
H  -0.604  0.232  -0.515  0.23
H  0.851  3.249  -3.785  0.54